Molecular formula: C26H24IInNO2P
Method: DFT, wB97M-V/def2-TZVPD

Atoms and positions in Å:
In: 0.418 1.505 -0.650
C: -2.674 -3.466 -0.136
C: -2.632 -2.454 0.802
C: -1.496 -1.674 0.888
C: -0.353 -1.976 0.105
C: -0.477 -2.927 -0.942
C: -1.633 -3.624 -1.092
P: 1.199 -1.308 0.648
C: 2.407 -2.362 1.384
C: 2.402 -3.742 1.243
C: 3.400 -4.439 1.912
C: 4.452 -3.843 2.520
C: 4.471 -2.435 2.572
C: 3.477 -1.698 1.943
C: 0.715 -0.167 1.935
C: 0.961 -0.430 3.291
C: 0.804 0.629 4.221
C: 0.275 1.826 3.831
C: -0.124 2.006 2.507
C: 0.204 1.096 1.539
H: -3.547 -4.064 -0.310
H: -3.455 -2.364 1.557
H: -1.547 -0.861 1.636
H: 0.357 -3.167 -1.534
H: -1.823 -4.360 -1.886
H: 1.588 -4.281 0.706
H: 3.244 -5.524 2.087
H: 5.258 -4.476 2.902
H: 5.260 -1.858 3.080
H: 3.604 -0.608 1.937
H: 1.279 -1.396 3.630
H: 1.033 0.486 5.303
H: 0.097 2.615 4.514
H: -0.648 2.940 2.300
I: 3.367 -3.517 -2.900
C: 2.026 -0.256 -0.672
H: 2.975 0.095 -0.232
H: 2.072 -0.593 -1.730
O: -1.085 0.970 -1.937
N: -1.917 1.911 -2.412
C: -1.795 3.271 -1.897
C: -3.071 4.036 -2.162
C: -4.085 3.561 -2.898
C: -3.950 2.294 -3.611
C: -2.832 1.462 -3.299
H: -1.622 3.167 -0.829
H: -3.141 5.064 -1.725
H: -4.937 4.206 -3.047
H: -4.836 1.946 -4.145
H: -2.702 0.515 -3.848
C: -0.287 5.084 -3.094
C: -0.392 3.902 -2.222
O: 0.653 3.369 -1.629
H: -1.320 5.164 -3.635
H: 0.401 4.775 -3.902
H: -0.018 5.975 -2.618

Calculated values
<S²>: 0.7537
Total charge: -1
Multiplicity: 2
Orbital gap (spin up / spin down): 4.97 / 5.76 eV